Below is a gas-phase ion, C8H13BrN3O2 (charge +1) in a non-equilibrium geometry, with properties calculated with ωB97M-V/def2-TZVPD.

Structure (XYZ):
```
27
Properties=species:S:1:pos:R:3:forces:R:3
C 3.4426 -1.8462 0.3179 -0.041 0.256 -0.268
C 2.7921 -0.9322 -0.7247 0.526 -0.718 0.274
O 2.9913 0.4659 -0.4934 -0.595 0.296 -0.012
C 2.4004 0.9740 0.6233 0.788 0.383 1.539
O 2.9636 0.9999 1.6953 -0.451 -0.218 -1.130
C 1.0452 1.6323 0.4782 -0.177 -0.427 -0.871
C 0.0363 0.8310 -0.3449 -0.093 0.506 0.415
C -1.3807 1.4724 -0.2924 0.708 -0.787 -0.145
C -2.3876 0.4494 0.0577 -0.240 1.125 -1.179
N -2.3958 -0.3397 1.0570 -0.127 -1.118 1.250
N -3.5289 -1.0923 0.8956 0.763 -0.301 1.166
C -4.1770 -0.7620 -0.1657 -1.432 0.004 -1.474
Br -5.7363 -1.4956 -0.8232 0.180 0.040 0.170
N -3.4941 0.2217 -0.7376 0.301 0.156 0.077
H 3.7161 -1.3252 1.2232 -0.117 0.226 0.237
H 2.7687 -2.6529 0.5633 -0.127 -0.309 0.160
H 4.3500 -2.2643 -0.0856 0.331 -0.217 -0.078
H 1.7461 -1.1955 -0.8355 -0.386 0.314 0.071
H 3.2508 -1.1258 -1.6781 0.123 0.151 -0.441
H 0.6518 1.7845 1.4668 -0.013 0.122 0.502
H 1.1695 2.5987 0.0048 0.243 0.354 -0.042
H 0.3406 0.7600 -1.3793 0.201 -0.131 -0.219
H -0.0142 -0.1583 0.0775 -0.075 -0.475 0.021
H -1.4208 2.2823 0.4211 -0.066 0.291 0.166
H -1.6229 1.8281 -1.2814 -0.172 0.491 -0.203
H -3.7849 -1.8169 1.5484 0.120 -0.046 0.202
H -3.7219 0.7067 -1.5882 -0.169 0.033 -0.189
```
Forces are in eV/Å.

The spin multiplicity is 1. Its relative energy (zero: lowest compared OMol25 entry of this formula, charge and spin) is 0.0 kcal per mole. The LUMO energy is -0.133 hartree. As for the total charge: +1. The total energy is -3201.13283 Ha. Its SMILES is CCOC(=O)CCCc1n[nH]c(Br)[nH+]1.

=====

Below is 4 unconnected molecules or ions with the total composition C8H13Cl2N3 in a non-equilibrium geometry, with properties calculated with ωB97M-V/def2-TZVPD.

Structure (XYZ):
```
26
Properties=species:S:1:pos:R:3:forces:R:3
Cl 0.2247 -3.9295 -0.0178 -0.655 0.465 -0.630
C -0.3725 -2.9883 -1.4200 1.311 0.730 -2.275
C 0.7929 -2.6656 -2.4632 -0.979 0.563 0.437
Cl 1.0942 -4.0078 -3.5941 0.102 -0.241 0.226
H -0.9023 -2.0579 -1.2156 0.667 0.128 1.054
H -1.1293 -3.4620 -2.0453 0.160 -1.054 0.511
H 1.7452 -2.2852 -2.0936 -0.121 -0.564 0.607
H 0.4731 -1.8501 -3.1118 -0.461 -0.028 0.105
C -3.0454 3.2168 2.1727 -1.737 1.381 -1.119
C -3.7630 4.5391 2.1413 -0.308 2.519 2.066
N -4.2030 5.6263 2.2311 1.030 -3.085 -0.620
H -3.3204 3.0095 1.1385 1.122 -1.090 -0.359
H -3.5485 2.4484 2.7597 0.104 0.402 0.299
H -1.9880 3.3494 2.4017 -0.219 -0.140 -0.251
C 2.7844 -1.9168 1.6818 0.136 0.436 0.469
C 3.8224 -1.6561 0.7196 1.707 0.556 -2.692
N 4.5874 -1.4800 -0.1446 -1.367 -0.307 1.846
H 1.8160 -1.6789 1.2415 0.006 -0.507 -0.071
H 2.9080 -1.2148 2.5065 0.076 -0.218 0.241
H 2.9342 -2.9452 2.0104 -0.577 0.070 0.161
C -0.3975 2.4111 -0.9095 0.751 0.247 0.116
C 0.2269 1.1088 -0.6474 0.335 -2.010 0.607
N 0.7782 0.0997 -0.4449 -1.168 2.043 -0.422
H 0.0885 3.1091 -0.2279 0.243 0.220 -0.266
H -1.4590 2.5762 -0.7247 -0.013 -0.874 -0.127
H -0.1471 2.6438 -1.9445 -0.146 0.358 0.086
```
Forces are in eV/Å.

The spin multiplicity is 1. Its relative energy (zero: lowest compared OMol25 entry of this formula, charge and spin) is 23.0 kcal per mole. The LUMO energy is -0.001 hartree. The total energy is -1397.21454 Ha. Its SMILES is ClCCCl.CC#N.CC#N.CC#N.

=====

- relative energy (zero: lowest compared OMol25 entry of this formula, charge and spin) of number 2 (C8H13Cl2N3)?
  23.0 kcal per mole

=====

Copy entry 1 word for word.
Below is a gas-phase ion, C8H13BrN3O2 (charge +1) in a non-equilibrium geometry, with properties calculated with ωB97M-V/def2-TZVPD.

Structure (XYZ):
```
27
Properties=species:S:1:pos:R:3:forces:R:3
C 3.4426 -1.8462 0.3179 -0.041 0.256 -0.268
C 2.7921 -0.9322 -0.7247 0.526 -0.718 0.274
O 2.9913 0.4659 -0.4934 -0.595 0.296 -0.012
C 2.4004 0.9740 0.6233 0.788 0.383 1.539
O 2.9636 0.9999 1.6953 -0.451 -0.218 -1.130
C 1.0452 1.6323 0.4782 -0.177 -0.427 -0.871
C 0.0363 0.8310 -0.3449 -0.093 0.506 0.415
C -1.3807 1.4724 -0.2924 0.708 -0.787 -0.145
C -2.3876 0.4494 0.0577 -0.240 1.125 -1.179
N -2.3958 -0.3397 1.0570 -0.127 -1.118 1.250
N -3.5289 -1.0923 0.8956 0.763 -0.301 1.166
C -4.1770 -0.7620 -0.1657 -1.432 0.004 -1.474
Br -5.7363 -1.4956 -0.8232 0.180 0.040 0.170
N -3.4941 0.2217 -0.7376 0.301 0.156 0.077
H 3.7161 -1.3252 1.2232 -0.117 0.226 0.237
H 2.7687 -2.6529 0.5633 -0.127 -0.309 0.160
H 4.3500 -2.2643 -0.0856 0.331 -0.217 -0.078
H 1.7461 -1.1955 -0.8355 -0.386 0.314 0.071
H 3.2508 -1.1258 -1.6781 0.123 0.151 -0.441
H 0.6518 1.7845 1.4668 -0.013 0.122 0.502
H 1.1695 2.5987 0.0048 0.243 0.354 -0.042
H 0.3406 0.7600 -1.3793 0.201 -0.131 -0.219
H -0.0142 -0.1583 0.0775 -0.075 -0.475 0.021
H -1.4208 2.2823 0.4211 -0.066 0.291 0.166
H -1.6229 1.8281 -1.2814 -0.172 0.491 -0.203
H -3.7849 -1.8169 1.5484 0.120 -0.046 0.202
H -3.7219 0.7067 -1.5882 -0.169 0.033 -0.189
```
Forces are in eV/Å.

The spin multiplicity is 1. Its relative energy (zero: lowest compared OMol25 entry of this formula, charge and spin) is 0.0 kcal per mole. The LUMO energy is -0.133 hartree. As for the total charge: +1. The total energy is -3201.13283 Ha. Its SMILES is CCOC(=O)CCCc1n[nH]c(Br)[nH+]1.

=====

Repeat the first record exactly.
Below is a gas-phase ion, C8H13BrN3O2 (charge +1) in a non-equilibrium geometry, with properties calculated with ωB97M-V/def2-TZVPD.

Structure (XYZ):
```
27
Properties=species:S:1:pos:R:3:forces:R:3
C 3.4426 -1.8462 0.3179 -0.041 0.256 -0.268
C 2.7921 -0.9322 -0.7247 0.526 -0.718 0.274
O 2.9913 0.4659 -0.4934 -0.595 0.296 -0.012
C 2.4004 0.9740 0.6233 0.788 0.383 1.539
O 2.9636 0.9999 1.6953 -0.451 -0.218 -1.130
C 1.0452 1.6323 0.4782 -0.177 -0.427 -0.871
C 0.0363 0.8310 -0.3449 -0.093 0.506 0.415
C -1.3807 1.4724 -0.2924 0.708 -0.787 -0.145
C -2.3876 0.4494 0.0577 -0.240 1.125 -1.179
N -2.3958 -0.3397 1.0570 -0.127 -1.118 1.250
N -3.5289 -1.0923 0.8956 0.763 -0.301 1.166
C -4.1770 -0.7620 -0.1657 -1.432 0.004 -1.474
Br -5.7363 -1.4956 -0.8232 0.180 0.040 0.170
N -3.4941 0.2217 -0.7376 0.301 0.156 0.077
H 3.7161 -1.3252 1.2232 -0.117 0.226 0.237
H 2.7687 -2.6529 0.5633 -0.127 -0.309 0.160
H 4.3500 -2.2643 -0.0856 0.331 -0.217 -0.078
H 1.7461 -1.1955 -0.8355 -0.386 0.314 0.071
H 3.2508 -1.1258 -1.6781 0.123 0.151 -0.441
H 0.6518 1.7845 1.4668 -0.013 0.122 0.502
H 1.1695 2.5987 0.0048 0.243 0.354 -0.042
H 0.3406 0.7600 -1.3793 0.201 -0.131 -0.219
H -0.0142 -0.1583 0.0775 -0.075 -0.475 0.021
H -1.4208 2.2823 0.4211 -0.066 0.291 0.166
H -1.6229 1.8281 -1.2814 -0.172 0.491 -0.203
H -3.7849 -1.8169 1.5484 0.120 -0.046 0.202
H -3.7219 0.7067 -1.5882 -0.169 0.033 -0.189
```
Forces are in eV/Å.

The spin multiplicity is 1. Its relative energy (zero: lowest compared OMol25 entry of this formula, charge and spin) is 0.0 kcal per mole. The LUMO energy is -0.133 hartree. As for the total charge: +1. The total energy is -3201.13283 Ha. Its SMILES is CCOC(=O)CCCc1n[nH]c(Br)[nH+]1.